Record 1
# C17H19Cl40OP

A 11-piece molecular cluster, C17H19Cl40OP overall (the ωB97M-V functional and the def2-TZVPD basis, the OMol25 dataset).

The value obtained for the LUMO energy is -0.1 eV. The spin multiplicity is 1. Its charge is 0. The calculation puts the gap between HOMO and LUMO at 7.9 eV. Its SMILES is CCC[PH3]CCCOC.ClC(Cl)(Cl)Cl.ClC(Cl)(Cl)Cl.ClC(Cl)(Cl)Cl.ClC(Cl)(Cl)Cl.ClC(Cl)(Cl)Cl.ClC(Cl)(Cl)Cl.ClC(Cl)(Cl)Cl.ClC(Cl)(Cl)Cl.ClC(Cl)(Cl)Cl.ClC(Cl)(Cl)Cl. The HOMO energy is -7.964 eV.

XYZ file:
```
78
C17H19Cl40OP the ωB97M-V functional and the def2-TZVPD basis
C -2.67 0.86 0.51
C -1.62 0.64 -0.71
C -2.15 -0.63 -1.53
P -0.81 -1.49 -2.60
C 0.58 -2.45 -3.57
C 0.23 -4.02 -3.54
C 0.95 -4.84 -2.39
O 0.37 -4.67 -1.07
C 1.10 -3.73 -0.27
H -2.94 -0.14 1.00
H -2.26 1.56 1.30
H -3.63 1.23 0.01
H -0.61 0.46 -0.20
H -1.59 1.59 -1.33
H -3.07 -0.32 -2.11
H -2.51 -1.40 -0.75
H -1.05 -2.70 -1.86
H 0.19 -0.49 -2.28
H -1.55 -1.27 -3.83
H 1.62 -2.22 -3.17
H 0.46 -2.13 -4.67
H 0.63 -4.45 -4.53
H -0.89 -4.20 -3.52
H 2.08 -4.66 -2.35
H 0.83 -5.95 -2.65
H 0.90 -3.86 0.85
H 2.23 -3.79 -0.40
H 0.78 -2.65 -0.52
Cl -4.00 -1.16 3.13
C -4.81 0.26 3.83
Cl -6.28 0.61 2.89
Cl -5.25 -0.08 5.52
Cl -3.72 1.66 3.76
Cl -6.07 0.89 -2.99
C -6.02 2.34 -1.97
Cl -4.55 3.27 -2.32
Cl -7.45 3.35 -2.31
Cl -6.02 1.87 -0.26
Cl -1.31 5.14 -1.20
C -2.08 5.12 0.40
Cl -2.37 6.79 0.94
Cl -3.62 4.25 0.31
Cl -1.00 4.31 1.56
Cl 3.84 -5.05 4.62
C 2.72 -4.39 3.41
Cl 3.62 -3.36 2.28
Cl 1.96 -5.73 2.52
Cl 1.47 -3.43 4.22
Cl -1.79 3.29 8.62
C -2.92 3.95 7.41
Cl -2.01 4.93 6.24
Cl -3.73 2.62 6.57
Cl -4.13 4.97 8.22
Cl 0.11 9.04 -4.99
C 0.82 7.77 -3.98
Cl 1.06 8.38 -2.33
Cl -0.27 6.37 -3.94
Cl 2.39 7.27 -4.66
Cl -6.99 -3.53 2.69
C -8.09 -2.86 1.47
Cl -7.18 -1.87 0.32
Cl -8.90 -4.19 0.61
Cl -9.31 -1.85 2.28
Cl 4.89 -1.61 0.45
C 6.29 -0.53 0.60
Cl 6.64 0.22 -0.97
Cl 5.94 0.73 1.80
Cl 7.70 -1.47 1.13
Cl 9.64 -6.29 -0.25
C 9.52 -4.65 -0.90
Cl 7.81 -4.16 -0.99
Cl 10.40 -3.53 0.16
Cl 10.23 -4.60 -2.53
Cl 5.93 3.97 -1.95
C 7.44 4.13 -1.04
Cl 8.09 5.77 -1.26
Cl 7.12 3.86 0.69
Cl 8.63 2.94 -1.62
```

=====

Record 2
# C2H3ClF2O

A 2-piece molecular cluster, C2H3ClF2O overall (the ωB97M-V functional and the def2-TZVPD basis, the OMol25 dataset).

The value obtained for the LUMO energy (alpha / beta) is -2.3 / -0.7 eV. The spin multiplicity is 1. Its charge is 0. Its energy relative to the best compared isomer or geometry (same formula, charge and spin) is 407.7 kJ/mol. The calculation puts the gap between HOMO and LUMO (alpha / beta) at 5.9 / 9.4 eV. The HOMO energy (alpha / beta) is -8.215 / -10.086 eV.

XYZ file:
```
9
C2H3ClF2O the ωB97M-V functional and the def2-TZVPD basis
C 1.38 -0.61 0.24
C -1.67 0.70 -0.31
O 0.16 -0.98 0.10
F 1.74 0.40 -0.74
F -1.61 1.67 0.58
Cl -2.75 -0.50 -0.02
H 2.27 -1.23 0.02
H 1.59 -0.17 1.31
H -1.12 0.73 -1.18
```

=====

Record 3
# C3H4N4OS

A 2-piece molecular cluster, C3H4N4OS overall (the ωB97M-V functional and the def2-TZVPD basis, the OMol25 dataset).

The value obtained for the LUMO energy (alpha / beta) is -0.9 / -0.9 eV. The spin multiplicity is 1. Its charge is 0. Its energy relative to the best compared isomer or geometry (same formula, charge and spin) is 846.1 kJ/mol. The calculation puts the gap between HOMO and LUMO (alpha / beta) at 7.5 / 7.5 eV. The HOMO energy (alpha / beta) is -8.318 / -8.321 eV.

XYZ file:
```
13
C3H4N4OS the ωB97M-V functional and the def2-TZVPD basis
C -0.70 -1.31 0.73
C 0.59 -1.19 0.04
C -1.80 0.75 0.09
N 1.21 -1.30 -1.08
N 1.43 -1.32 -2.19
N 0.37 1.88 -0.64
N 1.18 -0.78 1.29
O -0.11 -0.78 1.83
S -0.85 1.10 -1.22
H -2.83 0.52 0.01
H -1.42 0.90 1.15
H 1.13 1.51 -1.17
H 1.81 0.02 1.17
```

=====

Record 4
# C34H32BrMoN6O2

C34H32BrMoN6O2 as an isolated structure (the ωB97M-V functional and the def2-TZVPD basis, the OMol25 dataset).

The value obtained for the LUMO energy (alpha / beta) is -8.1 / -10.0 eV. The spin multiplicity is 3. Its charge is +3. Its energy relative to the best compared isomer or geometry (same formula, charge and spin) is 67.9 kJ/mol. As for the expectation value of S²: 2.07. The calculation puts the gap between HOMO and LUMO (alpha / beta) at 7.2 / 5.3 eV. The HOMO energy (alpha / beta) is -15.373 / -15.350 eV.

XYZ file:
```
76
C34H32BrMoN6O2 the ωB97M-V functional and the def2-TZVPD basis
Mo 0.01 -1.25 0.72
C -2.63 -2.18 2.11
N -1.26 -1.83 2.53
C -1.27 -0.69 3.48
C 0.11 -0.10 3.53
C 0.58 0.62 4.62
C 1.87 1.14 4.57
C 2.65 0.92 3.44
C 2.11 0.21 2.39
N 0.86 -0.30 2.44
C -0.59 -3.00 3.15
C -0.21 -3.97 2.06
C -0.15 -5.33 2.24
C 0.22 -6.14 1.18
C 0.50 -5.55 -0.04
C 0.41 -4.18 -0.16
N 0.08 -3.39 0.88
C -3.05 -1.31 0.96
C -4.37 -1.06 0.64
C -4.65 -0.32 -0.49
C -3.61 0.18 -1.26
C -2.32 -0.08 -0.86
N -2.03 -0.82 0.22
H -3.33 -2.13 2.94
H -2.62 -3.22 1.76
H -1.60 -1.01 4.47
H -1.98 0.05 3.12
H -0.04 0.76 5.49
H 2.26 1.69 5.41
H 3.66 1.30 3.37
H 2.68 0.01 1.49
H -1.23 -3.47 3.89
H 0.31 -2.66 3.66
H -0.40 -5.75 3.21
H 0.28 -7.21 1.30
H 0.78 -6.14 -0.90
H 0.62 -3.68 -1.10
H -5.16 -1.46 1.27
H -5.68 -0.12 -0.76
H -3.80 0.77 -2.14
H -1.47 0.31 -1.41
O 4.30 -2.29 -2.88
C 3.11 -2.38 -3.52
C 2.94 -3.08 -4.71
C 1.69 -3.12 -5.32
C 0.60 -2.47 -4.75
C 0.77 -1.78 -3.57
C 2.02 -1.74 -2.94
C 2.19 -1.01 -1.63
O 1.19 -1.29 -0.73
N 2.16 0.46 -1.87
N 1.32 1.21 -1.25
C 1.30 2.50 -1.55
C 0.45 3.40 -0.89
Br -0.63 2.73 0.50
C 0.49 4.74 -1.28
C -0.18 5.91 -0.88
C 0.30 7.12 -1.46
C -0.25 8.34 -1.13
C -1.33 8.38 -0.25
C -1.85 7.20 0.31
C -1.29 5.99 0.01
H 4.99 -2.76 -3.36
H 3.78 -3.59 -5.17
H 1.57 -3.67 -6.24
H -0.36 -2.50 -5.23
H -0.07 -1.27 -3.11
H 3.17 -1.23 -1.21
H 2.78 0.82 -2.60
H 1.95 2.90 -2.33
H 1.23 4.91 -2.06
H 1.13 7.07 -2.15
H 0.13 9.25 -1.57
H -1.78 9.33 0.00
H -2.70 7.26 0.97
H -1.71 5.09 0.44
```

=====

Record 5
# C4H2NO2S

A 2-piece molecular cluster, C4H2NO2S overall (the ωB97M-V functional and the def2-TZVPD basis, the OMol25 dataset).

The value obtained for the LUMO energy is 2.8 eV. The spin multiplicity is 1. Its charge is -1. Its energy relative to the best compared isomer or geometry (same formula, charge and spin) is 417.8 kJ/mol. The calculation puts the gap between HOMO and LUMO at 6.8 eV. The HOMO energy is -3.986 eV.

XYZ file:
```
10
C4H2NO2S the ωB97M-V functional and the def2-TZVPD basis
C -1.25 -0.72 0.32
C 0.99 0.74 0.33
C -3.45 0.62 -0.04
C -0.04 -1.17 0.13
N -2.14 0.04 0.63
O -4.43 0.00 0.28
O -3.13 1.56 -0.70
S 2.51 0.91 0.04
H 0.17 1.24 0.70
H 0.56 -1.96 -0.25
```

=====

Record 6
# C24H34BaN3O4SSb2

C24H34BaN3O4SSb2 as an isolated structure (the ωB97M-V functional and the def2-TZVPD basis, the OMol25 dataset).

The value obtained for the LUMO energy is 2.4 eV. The spin multiplicity is 1. Its charge is -1. Its energy relative to the best compared isomer or geometry (same formula, charge and spin) is 521.4 kJ/mol. The calculation puts the gap between HOMO and LUMO at 7.3 eV. The HOMO energy is -4.890 eV.

XYZ file:
```
69
C24H34BaN3O4SSb2 the ωB97M-V functional and the def2-TZVPD basis
Ba -0.34 0.70 -0.01
N 3.30 1.72 1.17
C 2.25 0.87 0.98
S 2.37 -0.16 -0.39
N 1.28 0.94 1.84
N 0.43 -0.08 2.04
C -0.75 0.23 2.43
C -1.31 1.59 2.38
C -0.96 2.61 3.25
C -1.46 3.89 3.07
C -2.29 4.16 2.00
C -2.65 3.16 1.13
C -2.17 1.84 1.28
O -2.45 0.91 0.42
H 3.81 1.96 0.33
H 3.10 2.49 1.79
H -1.40 -0.60 2.66
H -0.30 2.39 4.08
H -1.18 4.68 3.75
H -2.68 5.16 1.85
H -3.29 3.35 0.28
C -4.26 -1.72 0.04
Sb -2.12 -1.92 0.10
C -2.10 -3.11 -1.71
C -2.25 -3.60 1.56
C -2.13 -4.94 0.95
C -3.30 -5.59 0.54
C -3.26 -6.81 -0.11
C -2.04 -7.40 -0.37
C -0.88 -6.79 0.06
C -0.90 -5.58 0.74
C 0.37 -5.00 1.22
Sb 1.07 -3.31 0.00
C 1.37 -4.62 -1.73
C 3.09 -3.55 0.73
H -4.70 -2.62 -0.40
H -4.52 -0.85 -0.55
H -4.65 -1.58 1.04
H -2.19 -4.17 -1.47
H -1.17 -2.94 -2.24
H -2.93 -2.82 -2.34
H -3.22 -3.47 2.02
H -1.47 -3.41 2.30
H -4.25 -5.12 0.74
H -4.18 -7.29 -0.41
H -1.99 -8.34 -0.90
H 0.08 -7.26 -0.12
H 1.16 -5.75 1.21
H 0.28 -4.61 2.23
H 2.06 -5.42 -1.48
H 1.76 -4.04 -2.56
H 0.41 -5.04 -2.01
H 3.44 -4.57 0.66
H 3.12 -3.22 1.76
H 3.74 -2.89 0.15
C 0.43 2.03 -4.32
C -0.27 1.96 -2.97
C -1.76 2.26 -3.07
O -0.13 0.64 -2.44
C 0.33 3.01 -1.96
O 0.53 4.15 -2.36
O 0.54 2.53 -0.81
H -0.11 1.45 -5.07
H 1.44 1.63 -4.22
H 0.50 3.07 -4.64
H -2.23 1.60 -3.80
H -1.90 3.30 -3.36
H -2.20 2.11 -2.09
H 0.82 0.50 -2.36
```

=====

Table of max |F| (eV Å⁻¹), in record order: 1.84, 3.24, 3.80, 0.74, 5.67, 5.77
Table of electronic energy (hartree), in record order: -19483.1083, -813.0100, -808.8105, -4435.1619, -756.9607, -2304.3055